Here is a structure of composition C21H31NO3Si2Sr from the OMol25 dataset. Energies are from wB97M-V/def2-TZVPD.

Geometry (Å):
Sr 0.79 -0.73 -1.01
Si -2.57 -0.20 0.25
Si -2.37 -0.36 -2.94
O 1.57 -1.39 1.01
O 3.63 -1.68 5.26
O 3.15 -0.26 -1.00
N 0.17 1.73 -1.26
C 4.90 -0.41 2.17
C -1.18 1.57 -1.36
C -4.03 0.35 -3.50
C 3.83 -0.59 1.25
C 4.02 -0.15 -0.11
C 2.61 -1.18 1.74
C -1.42 3.98 -1.50
C -2.69 -2.06 0.56
C 5.33 0.48 -0.53
C -1.98 2.72 -1.48
C 4.82 -0.78 3.48
C 3.62 -1.35 3.95
C 2.46 -2.28 5.79
C -2.60 -2.23 -3.02
C -1.74 0.20 -1.32
C -0.04 4.11 -1.40
C -4.33 0.46 0.45
C 2.55 -1.55 3.11
C -1.13 0.09 -4.29
C -1.58 0.51 1.69
C 0.70 2.95 -1.28
H 2.23 -3.22 5.28
H 1.78 3.00 -1.20
H -1.51 -0.19 -5.28
H 5.24 0.76 -1.57
H -3.36 -2.56 -0.15
H -4.82 0.13 -2.78
H -1.43 1.59 1.60
H -4.37 1.55 0.39
H -1.72 -2.56 0.51
H 5.55 1.37 0.07
H 1.63 -1.99 3.45
H 6.16 -0.21 -0.40
H 5.64 -0.64 4.17
H 5.82 0.03 1.82
H -0.17 -0.43 -4.19
H -2.05 4.86 -1.60
H -4.74 0.18 1.43
H -0.91 1.16 -4.31
H -0.60 0.05 1.80
H -3.09 -2.24 1.56
H 2.67 -2.47 6.84
H 1.60 -1.61 5.71
H -3.05 2.58 -1.56
H -4.33 -0.08 -4.46
H -2.12 0.34 2.63
H -1.73 -2.79 -2.68
H -2.80 -2.54 -4.05
H -4.00 1.43 -3.62
H 0.45 5.07 -1.41
H -3.45 -2.56 -2.42
H -5.01 0.06 -0.31

For the LUMO energy, the calculation gives -0.10 eV. For the max |F|, the calculation gives 0.478 eV Å⁻¹. Its gap between HOMO and LUMO is 7.12 eV.